Computed, not measured: a molecular structure, C69H62N6O6P2SSrTe at a distorted geometry, with ωB97M-V/def2-TZVPD.

Summary:
E ... -4826.04942 a.u.
ΔE to the lowest compared entry with this formula, charge and spin ... 74.13 kcal per mole
Frontier orbital gap ... 4.58 eV

Geometry as ORCA input:
```
! RIJCOSX wB97M-V def2-TZVPD def2/J DEFGRID3
* xyz -2 1
Sr 0.376 0.348 0.443
C 2.838 -2.393 2.857
P 3.082 -1.510 1.237
C 4.927 -0.998 1.571
C 5.579 -0.587 0.404
C 6.829 0.004 0.437
C 7.449 0.244 1.651
C 6.810 -0.129 2.819
C 5.560 -0.732 2.777
C 3.788 -2.730 -0.011
C 3.508 -2.715 -1.373
C 4.123 -3.606 -2.229
C 5.047 -4.519 -1.744
C 5.370 -4.509 -0.398
C 4.750 -3.615 0.455
C 1.423 -2.712 3.136
C 0.679 -3.824 2.887
C -0.679 -3.486 3.113
C -0.734 -2.172 3.495
C -1.893 -1.273 3.715
P -2.043 -0.142 2.218
C -3.414 1.010 2.629
C -4.521 0.614 3.370
C -5.544 1.509 3.631
C -5.482 2.802 3.139
C -4.383 3.203 2.394
C -3.356 2.313 2.144
C -3.350 -1.229 1.242
C -3.775 -2.545 1.381
C -4.607 -3.137 0.444
C -5.065 -2.412 -0.642
C -4.661 -1.093 -0.796
C -3.801 -0.529 0.123
N 0.567 -1.693 3.512
H 3.251 -1.737 3.629
H 3.436 -3.303 2.811
H 5.113 -0.772 -0.556
H 7.316 0.290 -0.487
H 8.420 0.722 1.685
H 7.277 0.065 3.777
H 5.099 -0.993 3.721
H 2.796 -2.002 -1.760
H 3.880 -3.595 -3.284
H 5.520 -5.231 -2.411
H 6.115 -5.200 -0.015
H 5.034 -3.598 1.501
H 1.050 -4.758 2.512
H -1.515 -4.141 2.963
H -1.760 -0.631 4.590
H -2.800 -1.867 3.832
H -4.591 -0.402 3.735
H -6.402 1.197 4.217
H -6.290 3.495 3.334
H -4.341 4.211 2.006
H -2.489 2.603 1.566
H -3.447 -3.136 2.226
H -4.898 -4.176 0.558
H -5.720 -2.877 -1.369
H -5.014 -0.517 -1.642
H -3.444 0.489 -0.014
C 4.488 2.155 1.330
C 3.542 1.192 0.654
N 2.772 0.312 1.499
N 2.732 0.846 2.722
C 2.165 0.700 3.816
N 2.498 1.593 4.850
S 1.070 -0.527 4.637
C 3.193 1.339 -0.666
C 3.831 2.317 -1.512
C 3.589 2.342 -2.846
C 2.695 1.405 -3.401
C 2.028 0.580 -2.524
N 2.219 0.525 -1.212
H 4.771 1.780 2.311
H 5.405 2.276 0.749
H 4.036 3.145 1.463
H 3.028 2.362 4.461
H 1.676 1.931 5.336
H 4.476 3.060 -1.069
H 4.057 3.089 -3.481
H 2.493 1.376 -4.463
H 1.270 -0.088 -2.919
C -3.830 4.605 -4.003
C -2.775 3.941 -3.163
C -1.820 4.685 -2.483
C -0.941 4.093 -1.595
C 0.018 4.987 -0.918
O 0.693 5.807 -1.533
C 0.005 5.021 0.565
C 1.153 5.348 1.282
C 1.070 5.642 2.629
C -0.160 5.639 3.270
C -1.303 5.289 2.567
C -1.220 4.967 1.227
C -0.945 2.674 -1.354
O -0.222 2.145 -0.467
C -1.777 1.905 -2.251
C -2.698 2.562 -3.070
C -1.566 0.476 -2.432
N -1.005 -0.278 -1.563
C -0.613 -1.623 -1.885
C -1.171 -2.634 -0.914
Te 0.021 -4.396 -1.063
C -1.333 -5.287 -2.535
C -2.718 -5.176 -2.459
C -3.540 -5.624 -3.477
C -2.997 -6.216 -4.605
C -1.622 -6.362 -4.693
C -0.811 -5.900 -3.673
C -1.972 -0.007 -3.790
C -2.918 -1.018 -3.939
C -3.332 -1.410 -5.199
C -2.798 -0.809 -6.326
C -1.837 0.181 -6.187
C -1.426 0.582 -4.929
H -3.772 5.687 -3.904
H -4.826 4.286 -3.693
H -3.705 4.350 -5.056
H -1.783 5.762 -2.597
H 2.099 5.387 0.760
H 1.963 5.896 3.187
H -0.230 5.907 4.319
H -2.260 5.274 3.072
H -2.106 4.723 0.659
H -3.386 1.971 -3.662
H 0.471 -1.650 -1.777
H -0.860 -1.932 -2.915
H -2.219 -2.840 -1.104
H -1.054 -2.278 0.104
H -3.169 -4.726 -1.585
H -4.615 -5.513 -3.393
H -3.636 -6.555 -5.411
H -1.183 -6.820 -5.573
H 0.263 -5.995 -3.765
H -3.332 -1.490 -3.059
H -4.068 -2.196 -5.300
H -3.111 -1.126 -7.312
H -1.405 0.638 -7.068
H -0.680 1.356 -4.815
O 1.557 -1.575 0.618
O 1.471 -3.001 0.435
C -0.792 2.851 5.028
O -1.375 1.700 4.440
C -0.918 1.254 3.240
O -0.008 1.827 2.661
H -0.263 2.559 5.943
H -1.593 3.545 5.291
H -0.111 3.315 4.312
*
```